Computed, not measured: a cluster of 2 separate species, C46H59ClN5O2 in total at a distorted geometry, with the ωB97M-V functional and the def2-TZVPD basis.

The value obtained for the HOMO-LUMO gap is 3.328 eV. The value obtained for the energy is -72716.5580 eV.

Geometry as ORCA input:
```
! wB97M-V def2-TZVPD RIJCOSX def2/J DEFGRID3
* xyz 1 1
C -5.456 1.090 -7.468
N -4.170 0.421 -7.265
C -4.101 -1.020 -7.551
C -3.102 1.116 -6.960
Cl -1.545 0.637 -7.435
H -6.218 0.314 -7.521
H -5.659 1.777 -6.640
H -5.474 1.657 -8.409
H -5.132 -1.369 -7.606
H -3.604 -1.223 -8.506
H -3.568 -1.538 -6.747
H -3.191 2.154 -6.627
C 0.447 3.451 1.558
C -0.751 3.863 0.716
C -2.043 3.334 1.341
C -0.789 5.397 0.780
C -0.714 3.364 -0.760
C -1.453 4.143 -1.655
C -1.466 3.876 -3.011
C -0.789 2.765 -3.494
C -0.117 1.888 -2.641
C 0.570 0.640 -3.282
C 2.067 0.605 -2.984
C 0.471 0.660 -4.803
C -0.151 -0.639 -2.864
C -0.109 2.173 -1.242
N 0.528 1.241 -0.311
C -0.021 0.196 0.394
C -1.356 -0.131 0.282
C -2.042 -1.217 0.961
C -1.647 -2.568 0.797
C -2.220 -3.581 1.538
C -3.206 -3.236 2.488
N -3.312 -4.046 3.647
O -4.151 -3.745 4.521
O -2.513 -5.005 3.762
C -3.787 -1.955 2.503
C -3.201 -0.955 1.746
N 0.995 -0.272 1.240
C 0.990 -1.440 2.114
C 1.387 -2.717 1.632
C 2.061 -3.130 0.285
C 3.436 -3.754 0.580
C 2.289 -1.995 -0.684
C 1.217 -4.196 -0.443
C 1.225 -3.833 2.469
C 0.688 -3.719 3.736
C 0.409 -2.460 4.238
C 0.605 -1.303 3.482
C 0.353 0.052 4.222
C 0.052 -0.139 5.714
C -0.864 0.737 3.618
C 1.579 0.961 4.187
C 2.130 0.518 0.966
C 3.458 0.421 1.573
C 3.951 -0.652 2.359
C 5.220 -0.567 2.939
C 5.991 0.594 2.801
C 5.524 1.654 2.012
C 4.292 1.551 1.375
N 1.858 1.439 0.055
H 1.401 3.651 1.057
H 0.435 4.013 2.506
H 0.406 2.396 1.838
H -2.911 3.816 0.874
H -2.138 2.250 1.190
H -2.065 3.539 2.418
H -1.737 5.809 0.421
H -0.676 5.724 1.821
H 0.033 5.831 0.200
H -2.028 4.996 -1.290
H -1.996 4.539 -3.697
H -0.817 2.591 -4.571
H 2.305 0.712 -1.928
H 2.496 -0.339 -3.346
H 2.564 1.429 -3.511
H -0.572 0.621 -5.119
H 0.951 1.544 -5.237
H 0.961 -0.226 -5.225
H -1.136 -0.695 -3.347
H 0.429 -1.524 -3.156
H -0.333 -0.678 -1.789
H -1.924 0.512 -0.386
H -0.856 -2.792 0.080
H -1.897 -4.615 1.462
H -4.623 -1.771 3.169
H -3.596 0.063 1.773
H 3.355 -4.654 1.198
H 3.919 -4.036 -0.366
H 4.082 -3.036 1.096
H 1.358 -1.458 -0.892
H 3.039 -1.287 -0.313
H 2.652 -2.394 -1.646
H 0.331 -3.759 -0.917
H 1.816 -4.646 -1.246
H 0.887 -5.000 0.221
H 1.529 -4.822 2.120
H 0.492 -4.608 4.334
H 0.037 -2.409 5.264
H 0.884 -0.639 6.224
H -0.081 0.842 6.190
H -0.871 -0.706 5.879
H -0.793 0.776 2.529
H -1.776 0.174 3.858
H -0.978 1.764 3.993
H 1.819 1.297 3.179
H 1.402 1.859 4.799
H 2.452 0.432 4.591
H 3.331 -1.535 2.527
H 5.592 -1.417 3.516
H 6.950 0.670 3.313
H 6.113 2.563 1.893
H 3.914 2.345 0.730
*
```

These are the Mulliken partial charges, in e, on atoms 1 to 5: atom 1 (C): -0.791, atom 2 (N): 0.124, atom 3 (C): -0.874, atom 4 (C): 0.079, atom 5 (Cl): -0.031

---

Computed, not measured: a structure of composition C46H59O10P2S3Sc, with the ωB97M-V functional and the def2-TZVPD basis.

The value obtained for the HOMO-LUMO gap is 5.836 eV. The value obtained for the energy is -140928.1966 eV. Its relative energy (zero: lowest compared OMol25 entry of this formula, charge and spin) is 21.2 kcal per mole.

Geometry as ORCA input:
```
! wB97M-V def2-TZVPD RIJCOSX def2/J DEFGRID3
* xyz -2 1
Sc 0.093 -0.158 1.127
C 3.699 0.791 4.726
C 2.886 1.120 3.484
C 3.760 1.519 2.310
O 2.002 2.206 3.778
P 0.381 1.956 3.923
O 0.021 0.922 2.816
C 0.220 3.797 0.917
P 0.838 2.847 -0.297
O 0.774 1.335 -0.152
O 2.418 3.172 -0.532
C 2.861 4.527 -0.503
C 3.449 4.851 0.862
C 3.874 4.690 -1.624
O 0.249 3.176 -1.782
C 0.312 2.300 -2.925
C 1.665 1.634 -3.123
C -0.824 1.290 -2.871
O 0.516 0.899 5.257
C -0.555 0.783 6.175
C -1.835 0.317 5.494
C -0.773 2.072 6.966
H 4.423 0.000 4.513
H 3.035 0.463 5.526
H 4.241 1.681 5.059
H 2.294 0.252 3.195
H 4.368 2.389 2.574
H 3.146 1.780 1.448
H 4.425 0.696 2.032
H 0.372 4.870 0.844
H -0.761 3.494 1.265
H 2.010 5.189 -0.698
H 4.403 4.333 0.990
H 2.761 4.525 1.641
H 3.621 5.927 0.957
H 4.643 3.921 -1.527
H 4.350 5.672 -1.573
H 3.395 4.578 -2.597
H 0.137 2.980 -3.767
H 1.874 0.940 -2.309
H 2.465 2.375 -3.166
H 1.655 1.073 -4.060
H -0.669 0.580 -2.057
H -0.873 0.737 -3.812
H -1.774 1.805 -2.713
H -0.237 0.006 6.881
H -2.197 1.078 4.801
H -2.620 0.120 6.231
H -1.651 -0.592 4.921
H -1.142 2.863 6.312
H 0.169 2.404 7.406
H -1.500 1.907 7.766
C 1.786 -4.044 -0.540
C 0.498 -3.783 -1.289
O -0.316 -4.654 -1.497
O 0.223 -1.527 -0.674
H 2.491 -4.513 -1.233
H 1.597 -4.738 0.279
H 2.202 -3.119 -0.146
C 0.279 -2.318 -1.675
C 0.238 -2.092 -2.987
C 0.213 -2.002 -4.301
C 1.483 -1.900 -5.085
C 2.658 -2.475 -4.600
C 3.859 -2.330 -5.274
C 3.918 -1.605 -6.457
C 2.759 -1.025 -6.952
C 1.556 -1.173 -6.275
C -1.088 -1.963 -5.034
C -1.253 -2.579 -6.276
C -2.484 -2.575 -6.918
C -3.577 -1.950 -6.333
C -3.426 -1.338 -5.094
C -2.197 -1.346 -4.455
H 2.613 -3.018 -3.663
H 4.758 -2.780 -4.868
H 4.859 -1.485 -6.981
H 2.791 -0.440 -7.864
H 0.663 -0.698 -6.662
H -0.410 -3.077 -6.739
H -2.590 -3.069 -7.877
H -4.538 -1.943 -6.834
H -4.269 -0.854 -4.615
H -2.082 -0.878 -3.484
O -1.856 -0.299 0.882
C -3.198 -0.218 1.090
C -3.901 -0.970 -0.051
C -3.255 -1.746 -0.961
C -4.147 -2.444 -1.827
C -5.453 -2.183 -1.554
S -5.612 -1.089 -0.237
C -3.582 -0.968 2.374
C -3.002 -2.133 2.772
C -3.634 -2.716 3.901
C -4.697 -1.984 4.338
S -4.919 -0.579 3.383
C -3.631 1.242 1.111
C -4.119 1.979 0.072
C -4.218 3.365 0.371
C -3.794 3.651 1.632
S -3.261 2.252 2.453
H -2.176 -1.806 -0.983
H -3.816 -3.106 -2.615
H -6.329 -2.560 -2.059
H -2.159 -2.551 2.241
H -3.302 -3.630 4.375
H -5.331 -2.172 5.190
H -4.370 1.542 -0.884
H -4.566 4.112 -0.328
H -3.734 4.616 2.111
C 2.948 -2.622 3.183
C 1.486 -2.173 3.165
C 0.560 -3.375 3.377
O 1.211 -1.538 1.965
H 3.226 -3.046 4.153
H 3.599 -1.772 2.971
H 3.112 -3.375 2.406
H 1.329 -1.482 4.012
H 0.482 -3.935 2.441
H -0.438 -3.045 3.665
H 0.938 -4.040 4.160
*
```

These are the Mulliken partial charges, in e, on atoms 1 to 5: atom 1 (Sc): -0.081, atom 2 (C): -1.787, atom 3 (C): 3.438, atom 4 (C): -1.228, atom 5 (O): -0.376

---

Respective LUMO values: -5.35 3.89 eV.